(1)
# C40H64AsGeN2O2P2SeSi2Y

C40H64AsGeN2O2P2SeSi2Y as an isolated structure at a distorted geometry (ωB97M-V with the def2-TZVPD basis set, the OMol25 dataset).

Structure (XYZ):
```
116
C40H64AsGeN2O2P2SeSi2Y, DFT ωB97M-V with the def2-TZVPD basis set
Y 15.97 11.40 11.43
C 14.52 10.95 15.24
Si 15.82 12.25 15.02
C 15.06 13.93 14.77
C 16.86 12.35 16.57
N 16.78 11.84 13.68
P 18.27 11.42 13.33
C 18.46 10.93 11.73
P 18.60 11.73 10.25
N 17.19 11.63 9.50
Si 16.42 11.30 7.99
C 14.58 11.10 8.32
C 17.04 9.73 7.24
C 16.63 12.72 6.78
C 19.17 13.46 10.38
C 20.51 13.77 10.56
C 20.90 15.12 10.61
C 19.89 16.09 10.51
C 18.56 15.80 10.39
C 18.18 14.46 10.30
C 19.84 11.02 9.13
C 19.96 11.64 7.89
C 20.64 11.02 6.86
C 21.10 9.74 7.01
C 20.95 9.07 8.23
C 20.33 9.73 9.30
C 18.79 10.12 14.48
C 18.03 8.95 14.44
C 18.23 7.95 15.36
C 19.21 8.11 16.36
C 19.92 9.28 16.45
C 19.71 10.31 15.53
C 19.49 12.79 13.67
C 20.84 12.50 13.46
C 21.82 13.46 13.69
C 21.41 14.70 14.14
C 20.08 15.02 14.30
C 19.13 14.05 14.09
H 13.64 11.25 15.79
H 14.95 10.06 15.73
H 14.21 10.60 14.25
H 14.96 14.44 15.74
H 14.10 13.85 14.29
H 15.74 14.52 14.16
H 16.26 12.44 17.48
H 17.59 13.16 16.53
H 17.39 11.40 16.64
H 14.42 10.22 8.91
H 14.11 10.89 7.35
H 14.12 11.92 8.80
H 16.75 8.87 7.87
H 18.13 9.74 7.18
H 16.62 9.57 6.26
H 16.21 13.65 7.15
H 16.19 12.51 5.80
H 17.70 12.85 6.65
H 21.27 12.98 10.55
H 21.91 15.45 10.79
H 20.18 17.13 10.56
H 17.86 16.59 10.36
H 17.15 14.14 10.17
H 19.57 12.65 7.73
H 20.76 11.55 5.93
H 21.64 9.25 6.22
H 21.36 8.06 8.30
H 20.19 9.28 10.27
H 17.24 8.91 13.70
H 17.60 7.08 15.36
H 19.39 7.31 17.06
H 20.62 9.44 17.25
H 20.22 11.25 15.58
H 21.12 11.52 13.07
H 22.84 13.27 13.47
H 22.15 15.47 14.30
H 19.76 16.01 14.62
H 18.09 14.30 14.26
C 14.57 14.53 11.40
O 14.93 13.19 11.45
H 13.79 14.74 12.14
H 14.24 14.84 10.41
H 15.41 15.18 11.67
C 8.41 12.45 13.45
Ge 9.72 12.04 12.06
C 8.98 10.86 10.70
C 10.24 13.77 11.35
C 11.46 11.40 12.80
Se 12.74 10.62 11.51
C 12.25 8.78 11.75
H 7.54 12.97 13.07
H 8.91 13.05 14.18
H 8.07 11.51 13.90
H 8.23 11.42 10.17
H 8.56 9.98 11.17
H 9.75 10.59 10.00
H 9.38 14.27 10.93
H 10.99 13.74 10.55
H 10.69 14.33 12.15
H 11.44 10.71 13.64
H 11.91 12.31 13.17
H 11.24 8.56 11.38
H 12.37 8.48 12.80
H 12.97 8.20 11.17
C 15.68 6.61 9.71
As 16.27 7.75 11.12
C 18.15 7.78 11.06
C 15.78 6.80 12.66
O 15.45 9.23 11.02
H 16.21 5.64 9.78
H 15.93 7.12 8.80
H 14.60 6.49 9.80
H 18.44 6.80 11.43
H 18.49 8.64 11.67
H 18.46 7.90 10.02
H 15.79 5.73 12.46
H 14.81 7.10 13.02
H 16.52 7.03 13.41
```

Results
orbital gap: 7.17 eV
HOMO energy: -6.98 eV
E_LUMO: 0.19 eV
max |F|: 2.4 eV Å⁻¹



(2)
# C9H14N4

A 2-piece molecular cluster, C9H14N4 overall at a distorted geometry (ωB97M-V with the def2-TZVPD basis set, the OMol25 dataset).

Structure (XYZ):
```
27
C9H14N4, DFT ωB97M-V with the def2-TZVPD basis set
C 1.62 0.33 -1.93
C 4.59 -1.56 -1.32
C 2.65 -0.53 -1.24
C 2.64 -1.43 -0.22
N 3.82 -0.79 -1.99
N 3.98 -1.99 -0.22
H 5.52 -1.95 -1.75
H 4.21 -2.50 0.74
H 2.10 -1.77 0.61
H 0.98 -0.23 -2.64
H 2.11 1.16 -2.41
H 0.87 0.79 -1.32
C -2.00 1.29 -0.37
C -2.15 2.78 0.03
C -2.44 0.37 0.81
C -2.46 -1.12 0.90
C -2.77 -0.13 2.93
N -2.48 0.92 2.06
N -2.54 -1.41 2.16
H -2.83 1.09 -1.10
H -0.99 1.20 -0.74
H -1.79 3.51 -0.87
H -2.45 -1.75 0.09
H -3.01 -0.14 4.00
H -2.55 -2.30 2.54
H -1.46 3.14 0.75
H -3.16 3.01 0.47
```

Results
charge: +1
orbital gap (alpha / beta): 6.74 / 3.65 eV
energy relative to the best compared isomer or geometry (same formula, charge and spin): 204.5 kJ/mol
HOMO energy (alpha / beta): -11.22 / -11.22 eV
E_LUMO (alpha / beta): -4.47 / -7.57 eV
max |F|: 5.4 eV Å⁻¹
spin multiplicity: 2



(3)
# C4H10S

One molecule with the formula C4H10S at a distorted geometry (ωB97M-V with the def2-TZVPD basis set, the OMol25 dataset).

Structure (XYZ):
```
15
C4H10S, DFT ωB97M-V with the def2-TZVPD basis set
C -1.58 -1.06 0.28
S -0.03 -0.27 0.24
C 0.42 -0.11 1.81
C -0.44 1.52 -0.25
C 1.19 -0.45 -1.25
H -2.08 -1.08 -0.65
H -1.37 -1.95 1.00
H 1.46 0.28 1.93
H -0.05 -0.94 2.51
H -1.54 1.69 0.07
H 0.18 2.06 0.55
H -0.32 1.84 -1.33
H 1.96 0.31 -1.23
H 1.63 -1.50 -1.44
H 0.60 -0.33 -2.25
```

Results
SMILES: C=S(=C)(C)C
orbital gap: 7.89 eV
energy relative to the best compared isomer or geometry (same formula, charge and spin): 629.5 kJ/mol
HOMO energy: -7.27 eV
E_LUMO: 0.62 eV
max |F|: 4.0 eV Å⁻¹



(4)
# C28H31AsCl2N2O3RhSi

C28H31AsCl2N2O3RhSi as an isolated structure (ωB97M-V with the def2-TZVPD basis set, the OMol25 dataset).

Structure (XYZ):
```
69
C28H31AsCl2N2O3RhSi, DFT ωB97M-V with the def2-TZVPD basis set
Rh -0.11 -0.75 0.35
C 4.19 -1.53 1.91
Si 3.37 -0.47 0.59
C 4.05 1.27 0.70
C 3.73 -1.19 -1.11
O 1.77 -0.48 0.85
H 5.28 -1.43 1.85
H 3.99 -2.60 1.79
H 3.89 -1.23 2.91
H 5.14 1.24 0.81
H 3.65 1.80 1.57
H 3.84 1.86 -0.19
H 4.80 -1.16 -1.34
H 3.23 -0.62 -1.90
H 3.40 -2.22 -1.19
C 0.83 6.17 0.32
C 1.71 5.10 0.24
C 1.24 3.81 0.39
C -0.11 3.59 0.61
C -1.00 4.65 0.71
C -0.52 5.95 0.56
As -0.77 1.77 0.80
C -2.63 1.86 0.34
C -3.67 2.17 1.21
C -4.98 2.13 0.74
C -5.24 1.76 -0.57
C -4.20 1.43 -1.43
C -2.89 1.48 -0.99
C -1.70 1.11 -1.77
C -1.67 0.74 -3.11
C -0.47 0.44 -3.73
C 0.72 0.52 -3.04
C 0.73 0.91 -1.69
C -0.48 1.19 -1.06
H 1.19 7.19 0.21
H 2.76 5.28 0.06
H 1.93 2.98 0.33
H -2.05 4.48 0.88
H -1.21 6.78 0.63
H -3.47 2.44 2.24
H -5.79 2.39 1.41
H -6.26 1.73 -0.93
H -4.43 1.13 -2.45
H -2.59 0.69 -3.67
H -0.46 0.14 -4.77
H 1.66 0.31 -3.53
H 1.66 1.02 -1.16
Cl -3.35 -3.67 2.01
C -3.48 -1.91 1.93
Cl -3.76 -1.16 3.49
C -2.19 -1.42 1.33
O -1.13 -1.24 2.02
O -2.11 -1.21 0.09
H -4.30 -1.66 1.26
C 2.23 -5.33 1.67
C 1.27 -4.53 0.86
C 0.29 -4.91 -0.04
C -0.29 -3.72 -0.52
N 0.31 -2.70 0.07
N 1.25 -3.18 0.90
C -1.33 -3.56 -1.58
H 2.03 -6.39 1.52
H 2.14 -5.10 2.73
H 3.26 -5.13 1.36
H 0.04 -5.91 -0.34
H 1.80 -2.52 1.44
H -0.91 -3.87 -2.53
H -1.66 -2.53 -1.66
H -2.19 -4.19 -1.36
```

Results
charge: +1
orbital gap (alpha / beta): 6.76 / 6.75 eV
energy relative to the best compared isomer or geometry (same formula, charge and spin): 34.8 kJ/mol
HOMO energy (alpha / beta): -11.42 / -11.42 eV
E_LUMO (alpha / beta): -4.66 / -4.67 eV
max |F|: 0.9 eV Å⁻¹



(5)
# C6H17NO

A 2-piece molecular cluster, C6H17NO overall at a distorted geometry (ωB97M-V with the def2-TZVPD basis set, the OMol25 dataset).

Structure (XYZ):
```
25
C6H17NO, DFT ωB97M-V with the def2-TZVPD basis set
C -1.74 2.17 1.65
O -1.10 3.28 2.11
C -0.86 1.45 0.60
C -0.62 2.27 -0.68
H -2.81 2.36 1.26
H -1.92 1.37 2.45
H -1.25 0.45 0.31
H 0.06 1.34 1.19
H 0.29 1.97 -1.20
H -0.55 3.31 -0.29
H -1.55 2.15 -1.36
C 1.69 -2.78 -0.04
C 1.01 -1.53 -0.77
C -0.50 -1.65 -0.95
N 1.33 -0.26 -0.10
H 2.79 -2.69 -0.12
H 1.40 -2.85 1.01
H 1.42 -3.71 -0.58
H 1.46 -1.43 -1.77
H -1.02 -1.85 -0.02
H -0.76 -2.60 -1.56
H -0.99 -0.82 -1.43
H 2.35 -0.13 -0.13
H 0.77 0.57 -0.46
H 1.10 -0.40 0.90
```

Results
orbital gap: 4.77 eV
energy relative to the best compared isomer or geometry (same formula, charge and spin): 447.5 kJ/mol
HOMO energy: -5.37 eV
E_LUMO: -0.61 eV
max |F|: 2.7 eV Å⁻¹



(6)
# C23H33AsBMnN10O4Si2

C23H33AsBMnN10O4Si2 as an isolated structure at a distorted geometry (ωB97M-V with the def2-TZVPD basis set, the OMol25 dataset).

Structure (XYZ):
```
75
C23H33AsBMnN10O4Si2, DFT ωB97M-V with the def2-TZVPD basis set
Mn -0.30 -1.49 1.68
C 3.62 -1.44 2.63
C 2.43 -0.82 2.28
N 1.54 -1.73 1.89
N 2.21 -3.01 1.86
C 3.47 -2.80 2.26
B 1.50 -4.22 1.17
N 0.36 -4.47 2.24
C -0.46 -5.58 2.45
C -1.51 -5.16 3.27
C -1.39 -3.75 3.36
N -0.29 -3.36 2.75
N 0.83 -3.79 -0.11
C 1.23 -3.80 -1.39
C 0.48 -2.84 -2.10
C -0.41 -2.26 -1.19
N -0.22 -2.82 0.07
N 2.41 -5.39 1.01
C 2.21 -6.47 0.14
C 3.29 -7.29 0.23
C 4.10 -6.74 1.24
N 3.60 -5.59 1.66
H 4.54 -0.91 2.86
H 2.15 0.21 2.36
H 4.28 -3.47 2.19
H -0.36 -6.56 2.00
H -2.31 -5.75 3.65
H -2.01 -2.94 3.79
H 2.04 -4.41 -1.66
H 0.51 -2.79 -3.18
H -1.24 -1.58 -1.31
H 1.31 -6.44 -0.41
H 3.49 -8.18 -0.40
H 5.07 -7.06 1.62
O -3.39 3.82 1.68
C -2.84 3.69 2.88
O -2.88 4.60 3.71
C -2.12 2.37 3.20
C -1.59 1.94 4.44
N -0.94 0.74 4.23
N -1.10 0.30 2.94
C -1.75 1.26 2.26
C -1.84 1.03 0.82
O -2.42 1.78 -0.01
O -1.38 -0.14 0.44
H -2.98 3.12 1.05
H -1.61 2.44 5.45
H -0.45 0.20 4.92
C -2.41 4.59 -1.91
Si -0.73 5.15 -1.22
C -0.58 5.27 0.75
C -0.38 6.81 -1.94
As 0.88 3.47 -1.82
Si -0.15 2.73 -4.02
C 0.64 1.05 -4.56
C -1.99 2.27 -4.19
C 0.42 3.99 -5.32
H -3.17 4.93 -1.26
H -2.61 3.50 -1.92
H -2.46 5.09 -2.95
H -0.11 6.26 0.89
H 0.03 4.52 1.22
H -1.62 5.27 1.17
H -1.23 7.13 -2.49
H 0.46 6.68 -2.67
H -0.11 7.45 -1.12
H 0.33 1.02 -5.60
H 0.11 0.24 -4.00
H 1.68 0.77 -4.45
H -2.57 1.78 -3.40
H -2.07 1.65 -5.07
H -2.62 3.17 -4.36
H 0.88 4.86 -4.81
H -0.47 4.39 -5.81
H 1.01 3.50 -6.03
```

Results
orbital gap (alpha / beta): 7.60 / 7.27 eV
energy relative to the best compared isomer or geometry (same formula, charge and spin): 104.5 kJ/mol
HOMO energy (alpha / beta): -7.73 / -7.98 eV
E_LUMO (alpha / beta): -0.13 / -0.72 eV
max |F|: 4.1 eV Å⁻¹
spin multiplicity: 5



- The lowest max |F| belongs to which entry?
  C28H31AsCl2N2O3RhSi